No. 1
DFT (ωB97M-V with the def2-TZVPD basis set) results for a structure of composition C20H20AsB2F4InN6OS4.

```
59
C20H20AsB2F4InN6OS4 ωB97M-V with the def2-TZVPD basis set
H -3.7888 -23.4714 8.9956
H -5.8073 -13.7205 6.5812
B -6.0717 -24.1815 7.0613
H -7.2115 -16.6512 9.3887
N -6.7382 -25.4099 9.1179
C -4.1808 -23.1783 12.6187
C -4.8294 -20.9096 12.2579
H -4.5553 -19.9334 11.8845
H -6.6241 -23.6563 6.0932
N -5.8485 -21.0421 13.0330
H -6.9998 -14.2422 8.7286
F -3.5871 -18.0300 9.9066
As -6.2882 -13.0461 11.7896
H -5.3573 -25.1537 6.7825
N -5.2620 -22.8790 7.6217
N -2.6348 -25.1877 12.0780
N -5.7409 -21.6862 7.2977
H -7.9366 -18.8749 9.2975
N -7.0650 -24.5252 8.1897
C -6.2484 -17.3818 7.6847
H -9.6991 -24.2113 10.0112
H -7.8143 -26.1121 10.7376
H -3.1271 -21.7842 11.3271
S -5.0562 -13.5396 14.0775
B -2.3224 -17.7198 10.4952
H -5.2001 -17.0019 12.3585
C -6.1552 -18.6956 8.2263
H -6.4503 -18.5509 10.2660
C -3.9413 -21.9518 12.0109
H -4.9452 -15.3992 5.2146
F -2.4776 -16.5180 11.2750
S -4.5883 -13.8022 10.4971
C -8.6964 -24.3944 9.6116
C -4.1463 -21.3728 8.8708
C -5.9940 -14.7414 6.9020
C -5.5793 -17.0635 6.4446
C -6.8582 -16.4533 8.4309
O -5.2673 -19.4413 7.6902
C -6.8402 -19.1550 9.4481
H -5.0345 -17.7264 5.8109
H -5.6164 -24.3082 13.8789
C -6.1333 -22.2364 13.5955
F -1.2735 -17.5603 9.5693
H -7.1057 -22.2447 14.1721
C -6.7006 -15.0854 8.0880
F -1.9090 -18.8894 11.2277
C -3.3502 -24.3034 12.3198
H -8.5047 -23.0378 7.8235
In -5.0649 -15.3980 12.4840
C -4.3551 -22.6946 8.6129
H -6.6407 -20.1707 9.6636
S -7.5563 -14.6996 11.3701
C -8.2081 -23.9061 8.4168
C -5.5177 -15.7663 6.0794
C -5.0983 -20.7849 7.9894
C -7.7369 -25.3623 9.9939
H -3.3060 -20.8210 9.3424
C -5.3701 -23.3428 13.3516
S -7.2809 -11.1746 11.7673
```

Gap between HOMO and LUMO in eV: 5.73
HOMO in eV: -3.40
LUMO in eV: 2.33
Charge: -2

No. 2
DFT (ωB97M-V with the def2-TZVPD basis set) results for a structure of composition C19H23CoN9O9P2.

```
63
C19H23CoN9O9P2 ωB97M-V with the def2-TZVPD basis set
C 0.3877 0.4663 -2.4009
N 1.6810 -1.3500 -1.5447
C 1.2531 2.3852 2.0751
H 1.1524 -4.6345 1.6599
N 1.4095 1.6207 1.0042
H -0.3554 -4.1808 -0.9628
C 2.4962 -2.0919 -4.1025
H 2.8292 -1.8632 1.2970
C 2.1356 3.4699 2.0302
O 3.2527 -0.5371 0.4541
H -1.9101 4.1706 -1.7360
C -2.5351 4.1957 -0.8543
C -4.1198 4.2001 1.4393
P -1.0483 -3.0262 0.7785
P 1.1869 -2.0066 2.7664
O -0.8025 -1.6559 0.2284
H 1.0838 -4.5936 3.3286
C 2.4868 -2.3842 -1.7329
O 2.2784 -2.5705 1.7439
N -0.8164 1.9256 -1.2130
C -1.5083 2.0189 -0.1290
Co 0.4560 -0.0450 0.5022
C -1.1929 -3.2133 3.5534
N 2.3662 2.1911 0.2621
O 0.7181 -0.6365 2.3164
C 1.2732 -0.6799 -2.6258
C -4.2155 5.2233 0.5213
C 1.6533 -1.0040 -3.9199
C -2.4248 3.1468 0.0618
N 3.9522 -0.4952 -0.6001
O 1.5560 -2.2435 4.1761
H 2.8242 -2.3724 -5.0945
O -2.4270 -3.5352 0.9166
C 2.8380 3.2943 0.8564
N 0.0075 0.7976 -1.2302
O 4.7709 -1.3659 -0.8409
H 2.8136 -2.9001 -0.8388
O -0.1121 -4.1046 -0.0348
C -3.2183 3.1626 1.2064
H -1.6552 -2.2296 3.6329
N 0.5305 -4.5513 2.4667
O 3.8793 0.5474 -1.2951
H 2.2528 4.2583 2.7518
H -2.0952 0.3670 2.6595
H 0.5379 2.1032 2.8294
C -3.4211 5.2258 -0.6276
H -3.5045 6.0370 -1.3375
C -2.1779 1.1381 1.9005
H -3.6531 2.0820 2.9419
H 2.8001 1.6293 -0.4935
H -4.7300 4.1927 2.3341
N -3.0811 2.1136 2.1148
H 0.0404 1.0432 -3.2526
C 2.9158 -2.7952 -2.9911
H 3.6390 3.8592 0.4107
H -4.9123 6.0322 0.6964
H 3.5862 -3.6389 -3.0783
H -0.6922 -3.4077 4.5028
C -0.1771 -3.2084 2.4168
H 1.3053 -0.4153 -4.7578
H -0.1459 -5.3143 2.4440
H -1.9924 -3.9267 3.3521
N -1.4193 1.0664 0.8681
```

<S²>: 0.7558
Gap between HOMO and LUMO (alpha / beta) in eV: 7.93 / 7.91
HOMO (alpha / beta) in eV: -8.53 / -8.51
LUMO (alpha / beta) in eV: -0.60 / -0.60
Charge: 0
2S+1: 2

No. 3
DFT (ωB97M-V with the def2-TZVPD basis set) results for a structure of composition C5H7N.

```
13
C5H7N ωB97M-V with the def2-TZVPD basis set
C -0.9807 -0.7645 0.5684
H 0.3823 2.2517 -0.3282
C 0.2372 1.3260 0.2372
H -1.0015 -0.6636 1.6610
C 1.0907 0.1962 -0.2560
H 0.8647 -2.0413 -0.0479
C -1.0530 0.5843 -0.1887
H 0.2907 1.5428 1.3117
H -0.8323 0.2612 -1.3993
N 0.2542 -0.3645 -1.3506
H -1.7706 -1.4539 0.2540
H 2.1698 0.2066 -0.4112
C 0.3484 -1.0809 -0.0504
```

Gap between HOMO and LUMO (alpha / beta) in eV: 8.67 / 8.67
HOMO (alpha / beta) in eV: -8.17 / -8.17
LUMO (alpha / beta) in eV: 0.50 / 0.50
Charge: 0

No. 4
DFT (ωB97M-V with the def2-TZVPD basis set) results for a structure of composition C24H25CoO4S.

```
55
C24H25CoO4S ωB97M-V with the def2-TZVPD basis set
H -3.4933 -3.3309 -2.1352
H 1.4993 1.7391 -3.6231
C 2.7598 0.8267 -1.3525
C -4.9003 -1.8133 1.3189
H -0.9094 0.0244 2.9112
S -0.3824 2.2157 1.1101
O -6.0126 -1.5774 0.9391
H 2.0153 3.3976 -3.3108
C -2.7832 1.1234 0.3237
H 3.9976 3.1372 2.0484
C 3.1051 2.5096 1.9947
C -1.4994 -4.2191 0.4582
O -4.5943 -3.0439 1.7978
H 0.9276 4.4907 -0.9674
O -0.1376 0.0821 -1.1760
C -2.5104 -4.2997 -0.4938
C -1.7159 1.0586 1.2223
H -2.7794 1.8958 -0.4340
H 1.3390 4.4383 0.7417
C -3.8165 0.2075 0.3853
C -2.7473 -0.8668 2.2493
C -2.6966 -3.2699 -1.4059
H 0.1005 -3.0086 1.2462
C -0.6791 -3.1026 0.5016
H -2.7338 -1.6256 3.0241
H 4.8268 -0.5489 0.1803
H 3.8320 -0.3226 -2.8101
H 2.2598 3.0798 2.3779
C -3.7920 -0.8125 1.3315
H 2.0793 -0.3013 -3.0433
C -0.8640 -2.0745 -0.4166
C 2.8689 -0.3271 -2.2946
C 1.7265 4.2700 -0.2620
H -3.6350 -3.1295 1.8740
C -0.0265 -0.8576 -0.3348
C 3.2238 0.8353 -0.0099
C 1.4963 2.5373 -2.8842
C -1.7246 0.0675 2.2017
H 3.2478 1.6572 2.6563
C 2.2203 2.8729 -0.4286
H 4.0733 -0.1141 1.7160
C -1.8710 -2.1567 -1.3706
H 2.5437 4.9751 -0.4341
C 2.1546 2.1039 -1.6143
O 0.8123 -0.6934 0.6061
H -4.6460 0.2545 -0.3082
H 0.4593 2.8234 -2.7051
H 3.2445 -1.2097 0.6110
Co 1.1540 1.1310 -0.1018
H -1.3553 -5.0262 1.1654
C 3.8761 -0.3231 0.6672
C 2.8496 2.0703 0.5904
H -3.1622 -5.1633 -0.5166
H -2.0085 -1.3346 -2.0602
H 2.7839 -1.2720 -1.7569
```

Gap between HOMO and LUMO (alpha / beta) in eV: 7.98 / 7.95
HOMO (alpha / beta) in eV: -7.92 / -7.97
LUMO (alpha / beta) in eV: 0.06 / -0.02
Charge: 0

Number 1: F_max 4.0 eV/A, energy -5646.0402 hartree. Number 2: F_max 2.3 eV/A, energy -3973.4480 hartree. Number 3: F_max 0.3 eV/A, energy -249.2628 hartree. Number 4: F_max 0.6 eV/A, energy -3011.5434 hartree.